Formula: C3H11BNO2
Source: the Open Molecules 2025 dataset
Level of theory: wB97M-V/def2-TZVPD

Each line ends with the Mulliken charge.
Cartesian coordinates (Å):
B: 1.06941 0.38824 1.07587  0.6065
C: -1.55193 1.21279 0.69922  -1.0064
C: -0.03587 -1.77580 -1.54099  -0.8503
C: -0.44622 0.14420 0.63405  0.1732
N: -0.40272 -0.38849 -1.25078  -0.4886
O: 1.14480 0.95549 2.31776  -0.4530
O: 2.08058 0.10807 0.18203  -0.5862
H: -2.35186 0.91526 1.26941  0.3284
H: -1.86038 1.31596 -0.36541  0.3116
H: -1.17565 2.16806 1.07702  0.2992
H: 0.92325 -2.08860 -0.90066  0.2397
H: -0.92623 -2.28972 -1.19185  0.4007
H: 0.21664 -1.82494 -2.56805  0.3715
H: -0.80938 -0.78393 0.89275  0.3623
H: 0.46519 0.28926 -1.44931  0.3765
H: -1.19646 -0.09644 -1.80751  0.3389
H: 1.95399 1.29053 2.56292  0.2863
H: 2.90285 0.46006 0.36352  0.2897

## Properties
Calculated total energy: -350.78932 a.u.
LUMO: -3.69 eV
Total charge: +1
Frontier orbital gap: 12.462 eV
ΔE to the lowest compared entry with this formula, charge and spin: 190.6 kJ/mol